{
  "formula": "C16H14FN7O",
  "method": "wB97M-V/def2-TZVPD",
  "symbols": ["N", "O", "F", "C", "N", "N", "C", "C", "C", "C", "C", "C", "C", "C", "C", "C", "C", "N", "N", "N", "N", "C", "C", "C", "C", "H", "H", "H", "H", "H", "H", "H", "H", "H", "H", "H", "H", "H", "H"],
  "positions_angstrom": [[-2.322296, -6.928161, -2.493467], [-0.712829, -1.996521, 0.715143], [0.582110, -2.537956, -2.479851], [-1.524086, -6.216473, -1.969547], [0.229295, 6.393070, 3.444615], [0.964413, 0.287548, 1.749396], [-0.069120, -1.780205, -0.316091], [1.015583, 5.844410, 2.557789], [1.261960, 1.541640, 2.165072], [1.309203, 2.120196, 3.473468], [1.282264, 3.483834, 3.630589], [1.333266, 6.804195, 1.556114], [1.366722, 4.384842, 2.464537], [0.601163, 7.901907, 1.818159], [0.992383, 0.381123, 0.415884], [1.538862, 3.762537, 1.230806], [1.203735, 1.649467, -0.022109], [-0.096038, 7.581873, 2.954161], [0.700675, -0.679263, -0.529730], [1.386886, 2.417038, 1.092063], [-0.696531, -5.232073, -1.532145], [0.688276, -5.460106, -1.359981], [-1.187351, -3.862439, -1.386388], [1.106902, -4.109289, -0.790447], [0.036522, -2.979015, -1.291686], [1.015374, 1.556734, 4.342509], [1.136483, 3.811141, 4.610038], [1.873107, 6.729548, 0.646130], [0.551982, 8.806618, 1.278052], [1.550182, 4.348732, 0.380809], [1.206615, 1.998222, -1.070420], [-0.509245, 8.303399, 3.411901], [1.156467, -0.656082, -1.453628], [1.084253, -5.650448, -2.324195], [0.917090, -6.271626, -0.667990], [-1.684854, -3.449154, -2.273693], [-1.838447, -3.812146, -0.523636], [1.096971, -4.140533, 0.295191], [2.089951, -3.708680, -1.109517]],
  "atomic_forces_ev_per_a": [[2.584, 1.932, 1.955], [0.642, 0.653, -1.417], [-0.633, 0.127, -1.026], [-1.898, -0.510, -1.771], [-1.098, -0.690, 0.950], [0.903, 0.831, 0.854], [-0.691, -1.433, 2.532], [1.463, -0.474, -1.508], [-0.480, -0.521, 0.400], [-1.098, 0.688, -0.527], [0.389, -0.444, -2.690], [0.008, -0.529, -0.841], [-0.201, -1.428, 0.971], [-0.266, -1.272, 1.167], [-1.113, -0.870, -1.182], [-1.002, 0.763, 2.873], [0.342, 0.572, -2.081], [2.046, -0.123, -2.494], [0.611, -0.012, -0.435], [0.505, -0.581, 0.373], [-2.951, -1.487, -0.473], [0.617, 1.201, 0.559], [-0.312, 0.865, -1.152], [0.642, 2.130, 0.159], [2.176, -1.756, 1.997], [0.464, -0.579, -0.023], [-0.162, 1.020, 1.227], [0.691, -0.474, -0.359], [-0.335, 0.849, -0.143], [0.075, 0.790, -1.841], [0.064, 0.070, 1.050], [-1.742, 1.613, 2.441], [-0.276, 0.223, 0.956], [1.041, -0.341, -0.861], [-0.070, -0.001, -0.069], [-0.479, -0.758, -0.041], [0.043, 0.512, 0.172], [-0.101, 0.059, 0.125], [-0.399, -0.615, 0.173]],
  "mulliken_charge": [-0.56, -0.62, -0.41, 0.44, -0.75, -0.62, 0.03, 0.61, 0.42, -0.72, -0.42, -0.59, 0.34, -0.51, 0.09, -0.41, -0.49, 0.14, -0.08, 0.19, 0.03, -0.63, -0.94, -1.02, 1.30, 0.39, 0.49, 0.39, 0.46, 0.39, 0.36, 0.21, 0.29, 0.38, 0.33, 0.36, 0.36, 0.37, 0.41],
  "relative_energy_kj_mol": 151.9,
  "total_charge": 0,
  "homo_lumo_gap_ha": 0.32178,
  "energy_ha": -1176.443225,
  "smiles": "N#CN1CC[C@](F)(C(=O)Nc2cn3cc(-c4cc[nH]n4)ccc3n2)C1"
}